Here is a 12-piece molecular cluster, C7H35NO11 overall from the Open Molecules 2025 dataset. Energies are from the ωB97M-V functional and the def2-TZVPD basis.

ORCA input file:
```
! RIJCOSX wB97M-V def2-TZVPD def2/J DEFGRID3
* xyz -1 2
C 0.64565 3.30949 2.30806
C 1.40135 3.19149 0.96468
N -0.62486 3.09968 -0.94619
C 0.14904 1.95598 -0.79179
C 1.04568 1.92153 0.22698
C 1.93931 0.72732 0.49756
C 1.99747 -0.21368 -0.42831
C 2.77221 -1.53858 -0.38104
H 0.24731 4.31083 2.39841
H 1.20370 3.16156 3.25078
H -0.14099 2.53035 2.33918
H 2.47592 3.28010 1.15308
H 1.14910 4.07314 0.26343
H -1.07626 3.41183 -1.82149
H -0.32789 3.93617 -0.44601
H 0.13446 1.07044 -1.39608
H 2.36690 0.58313 1.51580
H 1.44519 -0.08011 -1.37091
H 2.05796 -2.22685 0.02374
H 3.63081 -1.43084 0.23060
H 3.22803 -2.01701 -1.22543
H -3.96000 0.37188 -0.95549
H -2.82141 1.31144 -1.62145
O -3.68067 0.87615 -1.71070
H -1.57333 1.13419 1.01058
H -1.58110 -0.16761 0.21371
O -1.44140 0.18807 1.09861
H -2.15999 -1.71662 4.02603
H -2.13920 -1.42195 2.46311
O -2.64826 -1.70987 3.21206
H 0.52044 -4.15628 -2.03987
H 1.03012 -2.75256 -2.36480
O 0.25570 -3.23967 -2.05704
H -2.86866 -1.82244 -2.25250
H -3.56812 -0.54483 -2.86047
O -3.27019 -1.45859 -3.06464
H -0.66937 -3.67001 2.80350
H 0.29274 -2.96495 1.73208
O 0.07487 -3.74485 2.22376
H 0.96193 -0.60143 1.93861
H 1.76120 -1.63584 2.77747
O 0.87154 -1.28253 2.61290
H -1.70062 -0.44424 -4.24462
H -0.78161 -1.57580 -3.74673
O -0.85356 -0.87363 -4.39389
H 0.60357 0.48167 -3.84892
H 2.02739 0.96010 -4.23068
O 1.41868 0.87492 -3.49936
H 0.92391 0.51102 4.31212
H 2.09070 1.19247 3.51873
O 1.54073 1.26948 4.31280
H -1.39823 -1.48547 -0.16190
H -1.22268 -2.87406 -0.78039
O -1.75519 -2.08412 -0.78765
*
```

**<S²>**: 0.751
**LUMO (alpha / beta)**: 2.73 / 2.57 eV
**HOMO-LUMO gap (alpha / beta)**: 0.089 / 0.282 Eh

Here is C7H36AgB2N14O7 as an isolated structure from the Open Molecules 2025 dataset. Energies are from the ωB97M-V functional and the def2-TZVPD basis.

ORCA input file:
```
! RIJCOSX wB97M-V def2-TZVPD def2/J DEFGRID3
* xyz 0 2
Ag 19.08716 -12.70034 18.45206
B 20.55701 -13.65965 16.48061
H 20.67338 -12.70994 16.97936
H 19.66689 -13.42518 15.91763
H 21.37875 -13.87930 15.81672
H 20.32754 -14.34189 17.28443
B 20.67418 -11.60791 19.64396
H 20.98480 -12.64123 19.64675
H 19.71068 -11.57540 20.12858
H 21.40058 -10.97152 20.12520
H 20.47351 -11.31943 18.62378
C 17.34095 -10.35673 16.55209
O 18.11442 -11.11005 17.10283
N 17.24798 -9.11567 16.78507
N 16.51848 -10.74875 15.68016
H 16.51822 -8.56253 16.35894
H 17.77114 -8.70996 17.54783
H 15.89000 -10.01140 15.39481
H 16.47284 -11.66964 15.26787
C 22.79582 -7.99062 21.17798
O 21.76562 -7.43694 20.81624
N 23.03185 -9.22213 21.06014
N 23.67425 -7.50490 21.96614
H 22.45434 -9.91326 20.60307
H 23.73351 -9.53024 21.71806
H 23.67574 -6.51547 22.16892
H 24.58327 -7.93480 22.06090
C 21.36575 -8.45297 17.69663
O 21.41433 -7.25530 17.48582
N 20.61211 -9.07861 18.51699
N 22.14496 -9.27988 17.06232
H 20.75395 -10.04362 18.77915
H 19.79490 -8.51712 18.70938
H 23.01375 -8.91350 16.70026
H 22.19947 -10.20731 17.45857
C 18.55547 -15.27627 20.92257
O 18.64022 -14.38063 20.09744
N 19.55560 -15.84540 21.45688
N 17.50487 -15.95494 21.36254
H 19.50929 -16.47261 22.24717
H 20.41796 -15.38450 21.20392
H 16.64589 -15.92877 20.83189
H 17.74914 -16.71745 21.97818
C 24.10494 -12.82167 19.24801
O 25.27050 -12.91201 18.84337
N 23.71698 -12.61546 20.40724
N 23.14997 -12.90563 18.39693
H 24.55918 -12.37664 20.91098
H 22.81236 -12.21537 20.61144
H 23.15013 -13.13676 17.41373
H 22.29484 -12.46338 18.70234
C 16.25228 -11.44165 20.01503
O 17.17897 -11.93248 19.38722
N 15.76716 -10.26001 19.92552
N 15.46958 -12.24588 20.72730
H 16.31033 -9.60326 19.38355
H 14.88869 -9.92509 20.29459
H 14.68968 -11.77188 21.15995
H 15.74983 -13.21602 20.70722
C 19.95193 -12.82277 23.86633
O 18.96377 -12.22231 23.48563
N 20.99541 -13.08020 23.14910
N 20.08959 -13.47804 25.03036
H 20.96340 -12.71314 22.20871
H 21.48765 -13.96023 23.20684
H 21.03637 -13.68788 25.31262
H 19.38056 -13.43712 25.74850
*
```

**<S²>**: 0.754
**LUMO (alpha / beta)**: 0.02 / -3.52 eV
**Relative energy (zero: lowest compared OMol25 entry of this formula, charge and spin)**: 668.4 kJ/mol
**HOMO-LUMO gap (alpha / beta)**: 0.307 / 0.176 Eh

Here is a 15-piece molecular cluster, C7H36O14 overall from the Open Molecules 2025 dataset. Energies are from the ωB97M-V functional and the def2-TZVPD basis.

ORCA input file:
```
! RIJCOSX wB97M-V def2-TZVPD def2/J DEFGRID3
* xyz 0 1
C 0.23348 -0.55790 0.26399
C 1.22456 0.49316 0.69457
C 1.85069 1.25982 -0.26952
C 2.57126 2.38900 -0.04508
C 2.83066 2.63072 1.29855
C 2.21506 1.89935 2.28706
C 1.35290 0.88263 2.02827
H -0.01839 -0.53121 -0.80744
H 0.25155 -1.65701 0.50617
H -0.63380 -0.32291 0.93247
H 1.67596 0.97450 -1.42183
H 3.08191 2.94733 -0.79018
H 3.29248 3.45726 1.54300
H 2.37931 2.27615 3.27236
H 0.97667 0.30731 2.92716
H 2.23963 -2.14757 0.69568
H 3.00447 -0.97400 1.32382
O 2.73933 -1.95826 1.50363
H -2.03301 2.67686 -1.16776
H -1.55948 1.36282 -0.69434
O -1.81363 1.90020 -1.53181
H -0.44814 -2.84269 2.46962
H -1.21137 -3.09394 1.04451
O -1.28441 -3.31211 2.03358
H -1.53066 -0.95348 3.20488
H -2.96046 -1.41553 2.77379
O -2.31383 -0.70618 2.81164
H -1.62140 0.27190 -3.98608
H -0.57393 1.22193 -4.05047
O -0.73388 0.32906 -4.21247
H 0.63659 -0.15574 -3.27969
H 2.07989 0.09925 -2.64957
O 1.31799 -0.51517 -2.60651
H 1.28643 -1.93079 -1.56416
H 2.32459 -3.13794 -1.24244
O 1.62277 -2.61905 -0.94405
H -3.05373 1.09076 -2.51643
H -3.10286 -0.52991 -2.19590
O -3.07102 0.19605 -2.91266
H 0.80734 3.61942 -2.43927
H -0.19644 2.36208 -2.40915
O 0.70689 2.61078 -2.64643
H -2.17199 -1.71965 -0.26222
H -3.00558 -0.50753 0.23518
O -2.95083 -1.18313 -0.46413
H -0.36219 -4.94808 -0.72308
H 0.03942 -3.55379 -1.05906
O -0.70500 -4.10821 -0.81772
H -0.60020 2.94391 1.38642
H 0.35294 3.95956 0.79643
O -0.58951 3.83854 0.95070
H 0.83578 -2.65787 3.76886
H 1.51207 -1.91645 2.68585
O 0.86355 -1.91336 3.37950
H -3.21315 1.63268 1.08835
H -2.27220 0.47368 1.64602
O -2.52339 1.10809 0.88316
*
```

**LUMO**: 0.15 eV
**Relative energy (zero: lowest compared OMol25 entry of this formula, charge and spin)**: 83.9 kJ/mol
**HOMO-LUMO gap**: 0.353 Eh

| no. | largest force on an atom (eV/A) | molar mass (g mol⁻¹) |
| --- | --- | --- |
| 1 | 2.643 | 309.4 |
| 2 | 8.839 | 557.9 |
| 3 | 9.677 | 344.4 |